[1]
{
  "formula": "C30H61AsN4O6PRuSSeSi4",
  "method": "the ωB97M-V functional and the def2-TZVPD basis",
  "symbols": ["Ru", "O", "N", "C", "C", "C", "C", "C", "S", "H", "H", "H", "H", "C", "Si", "C", "C", "O", "H", "H", "H", "H", "H", "H", "H", "H", "H", "C", "Si", "C", "C", "As", "Si", "C", "C", "C", "Si", "C", "C", "C", "H", "H", "H", "H", "H", "H", "H", "H", "H", "H", "H", "H", "H", "H", "H", "H", "H", "H", "H", "H", "H", "H", "H", "H", "H", "H", "H", "C", "C", "C", "C", "O", "P", "O", "O", "O", "C", "C", "C", "C", "H", "H", "H", "H", "H", "H", "H", "H", "H", "H", "H", "H", "H", "H", "H", "H", "H", "H", "Se", "N", "C", "C", "C", "C", "N", "C", "N", "H", "H", "H"],
  "coordinates": [[0.474303, -0.740483, 0.305824], [-0.173799, 1.338206, 1.358971], [-1.233411, 1.964910, 0.908035], [-1.571569, 3.138976, 1.483885], [-2.647419, 3.874256, 1.061939], [-3.420735, 3.396100, 0.004528], [-3.056990, 2.212130, -0.589621], [-1.946449, 1.484707, -0.142491], [-1.452729, 0.057938, -0.938050], [-0.911263, 3.448581, 2.280664], [-2.875950, 4.806255, 1.557494], [-4.275361, 3.955747, -0.348705], [-3.595418, 1.808454, -1.435036], [-1.712592, -3.110527, -3.053952], [-0.065303, -3.441268, -2.175591], [1.211085, -3.383028, -3.601744], [-0.036341, -5.255149, -1.608903], [0.292605, -2.461822, -0.977992], [-1.744941, -3.649399, -4.003695], [-1.837162, -2.045725, -3.266992], [-2.567889, -3.434534, -2.460025], [1.009656, -4.211901, -4.283698], [2.239047, -3.485213, -3.244867], [1.135152, -2.458651, -4.182439], [-0.445119, -5.890860, -2.398600], [-0.629000, -5.414333, -0.706869], [0.985894, -5.582521, -1.407365], [0.648078, -2.221739, 4.659622], [1.489794, -2.803823, 3.069072], [3.075330, -3.698005, 3.650924], [0.645159, -4.102210, 1.996611], [2.239876, -0.810446, 1.886034], [3.145391, 0.713254, 3.522022], [4.749246, 1.404869, 2.771549], [3.644022, -0.192636, 5.112346], [1.884510, 2.078360, 3.881133], [4.165074, -1.541262, 0.652874], [5.068692, -0.255468, -0.427082], [3.549331, -2.959677, -0.436268], [5.465060, -2.147088, 1.910006], [0.961516, -2.831898, 5.508818], [-0.431389, -2.311497, 4.555924], [0.887445, -1.177596, 4.870089], [2.787743, -4.519380, 4.311941], [3.749218, -3.038145, 4.201146], [3.622186, -4.129695, 2.811713], [-0.303932, -4.381976, 2.456187], [1.266715, -4.992730, 1.891608], [0.418564, -3.717550, 1.001841], [5.598584, 0.747500, 2.959824], [4.986743, 2.387997, 3.183916], [4.643030, 1.512593, 1.693456], [4.445423, -0.908063, 4.921719], [2.805671, -0.736081, 5.548196], [4.002064, 0.525738, 5.852453], [1.147847, 2.064006, 3.074714], [2.363453, 3.060862, 3.894736], [1.365238, 1.935559, 4.828236], [4.453801, 0.608329, -0.674091], [5.369535, -0.717901, -1.369081], [5.966737, 0.113900, 0.068530], [2.471291, -2.873884, -0.600004], [3.738401, -3.932910, 0.020076], [4.030293, -2.950968, -1.417009], [5.323407, -1.651579, 2.871964], [6.481889, -1.945992, 1.568625], [5.381517, -3.220054, 2.077061], [-4.947978, -3.168009, 1.659253], [-3.922231, -2.729316, 0.613944], [-4.640698, -2.239001, -0.636930], [-2.963491, -3.874941, 0.301682], [-3.165463, -1.581691, 1.071609], [-2.164251, -1.548383, 2.321850], [-2.334424, -2.649861, 3.287966], [-0.712732, -1.448809, 1.820937], [-2.564792, -0.083410, 2.850249], [-3.030367, 0.314678, 4.157126], [-3.757087, -0.793767, 4.917952], [-4.019270, 1.453255, 3.921253], [-1.818500, 0.812743, 4.955998], [-5.502049, -4.030522, 1.285378], [-5.654234, -2.361916, 1.870717], [-4.437190, -3.444979, 2.577904], [-5.205432, -3.054251, -1.089795], [-3.921879, -1.850562, -1.358088], [-5.325296, -1.431839, -0.370954], [-3.450660, -4.656582, -0.282802], [-2.598700, -4.303693, 1.234051], [-2.110607, -3.484747, -0.255046], [-4.511128, -1.254954, 4.279706], [-4.250972, -0.355689, 5.786408], [-3.068480, -1.570290, 5.237787], [-4.906962, 1.087289, 3.403400], [-3.565123, 2.235918, 3.318552], [-4.320184, 1.877674, 4.880292], [-0.949633, 0.212702, 4.687814], [-1.990909, 0.723208, 6.029002], [-1.602052, 1.856926, 4.721164], [2.688292, 3.679916, 0.023042], [2.617478, 3.587141, -1.738472], [2.308164, 2.342520, -2.048394], [2.222579, 1.837290, -3.357486], [1.915134, 0.516602, -3.499897], [1.658579, -0.289333, -2.385270], [1.705306, 0.122943, -1.125059], [2.087092, 1.433863, -0.928861], [2.310612, 1.949534, 0.260389], [2.419879, 2.482519, -4.202204], [1.858427, 0.074102, -4.484320], [1.414757, -1.336874, -2.493141]],
  "forces_ev_per_angstrom": [[-3.5403, 0.8391, -0.7885], [0.8883, -1.1239, -0.2792], [-0.4649, 0.0398, -0.4843], [0.1195, 0.2073, 0.1668], [0.0462, -0.0357, 0.0900], [0.1041, -0.1535, -0.0672], [-0.1423, 0.1941, 0.0592], [0.2212, -0.1204, 0.1355], [0.6010, -0.3653, -0.4470], [-0.0168, -0.0955, 0.0416], [0.0219, -0.0105, 0.0225], [-0.0184, -0.0277, -0.0217], [-0.0492, -0.0098, 0.0328], [0.1722, 0.0600, 0.2844], [-0.1470, -1.1545, -0.9491], [-0.1732, 0.1153, 0.2689], [-0.0836, 0.4154, -0.0842], [0.6392, 1.8317, 1.7655], [0.0615, -0.0296, -0.0115], [-0.0142, 0.0207, -0.0056], [-0.0002, 0.0338, -0.0268], [-0.0087, -0.0126, -0.0097], [0.0166, 0.0038, -0.0056], [0.0202, -0.0781, -0.1005], [0.0175, -0.0256, -0.0138], [-0.0009, 0.0054, 0.0193], [0.0232, 0.0098, 0.0304], [-0.1298, -0.0017, -0.4297], [0.6393, -0.6072, 0.4825], [-0.1752, 0.3920, -0.1205], [-0.1102, 0.4231, -0.0137], [1.6137, -0.9143, 0.7228], [0.2000, 0.3192, 0.2536], [-0.4294, -0.1093, -0.0642], [-0.2964, -0.0902, -0.4493], [0.1674, -0.2637, -0.3873], [0.5827, -0.4429, 0.1650], [-0.4354, 0.0693, 0.1644], [-0.0934, 0.2606, 0.1348], [-0.2244, 0.0513, -0.2218], [0.1214, -0.0153, -0.0369], [-0.1099, 0.0081, -0.0335], [-0.0558, -0.0568, 0.0185], [-0.0749, -0.0013, 0.0235], [0.0200, -0.0881, 0.0243], [-0.0322, -0.0092, 0.0139], [-0.0639, 0.0557, 0.0428], [0.1025, 0.0520, 0.0934], [-0.0345, -0.0171, -0.0163], [-0.0288, -0.0545, 0.0271], [-0.0542, -0.0088, 0.0847], [0.0358, 0.0743, -0.0802], [0.0148, 0.0106, 0.0066], [0.0695, 0.0157, 0.0472], [0.0076, 0.1147, -0.0682], [-0.0649, 0.0601, 0.0546], [0.0696, -0.0432, 0.0507], [0.0072, -0.0925, 0.0398], [0.0265, 0.0451, -0.0368], [-0.0058, -0.1027, 0.0218], [-0.0137, -0.0322, 0.0745], [0.0289, -0.0437, -0.0122], [0.0121, 0.0151, 0.0816], [0.0913, 0.0324, 0.0276], [0.0904, -0.0341, 0.0096], [-0.0069, 0.0762, -0.0639], [-0.0056, 0.0259, 0.0291], [0.1775, 0.1722, 0.0125], [-0.1637, -0.3044, -0.0815], [0.1977, 0.1219, 0.0809], [0.0938, 0.2252, 0.0912], [-0.0456, -0.1878, 0.3093], [0.2632, 0.1950, -0.3500], [-0.2032, -0.0602, 0.1082], [-0.2809, -0.0579, -0.1485], [0.0613, -0.1466, 0.0573], [-0.1434, 0.1283, 0.3476], [0.1487, -0.0644, -0.1712], [0.0817, -0.1208, -0.0790], [-0.0443, -0.0600, -0.1886], [-0.0203, 0.0126, -0.0293], [0.0074, 0.0002, -0.0260], [-0.0186, -0.0366, 0.0741], [-0.0249, 0.0022, -0.0090], [0.0131, -0.0340, -0.0352], [-0.0313, -0.0127, -0.0210], [-0.0475, 0.0141, -0.0029], [0.0753, -0.0607, 0.0212], [-0.0324, -0.0499, 0.0239], [-0.0241, -0.0227, 0.0321], [0.0234, 0.0325, 0.0120], [-0.0500, -0.0455, 0.0448], [0.0019, -0.0126, -0.0010], [0.0605, 0.0817, -0.0729], [-0.0124, 0.0201, -0.0028], [0.0120, -0.0134, 0.0854], [-0.0303, 0.0548, 0.0132], [0.0734, -0.0076, -0.0387], [-0.0328, -0.7665, -0.0436], [0.0120, 0.0172, -0.1508], [-0.0072, 0.1002, 0.8362], [-0.1774, -0.6034, -0.6658], [0.4634, 0.8924, -0.7238], [0.1381, -0.3866, 1.5548], [-0.1978, 0.2836, -1.0097], [0.3807, 0.6332, -0.1363], [-0.1847, 0.2828, 0.0050], [-0.0691, 0.0256, -0.0063], [-0.0276, -0.0726, 0.0180], [-0.1645, 0.2248, -0.0155]],
  "lowdin_charge": [0.93, -0.24, -0.20, -0.03, -0.07, -0.06, -0.08, -0.61, 0.77, 0.13, 0.11, 0.11, 0.11, -0.16, 0.23, -0.18, -0.16, -0.50, 0.03, 0.01, 0.00, 0.03, 0.02, 0.01, 0.03, 0.01, 0.03, -0.20, 0.40, -0.23, -0.19, 0.84, 0.38, -0.21, -0.20, -0.20, 0.37, -0.20, -0.21, -0.22, 0.04, 0.00, -0.01, 0.03, 0.01, 0.01, 0.03, 0.04, -0.01, 0.03, 0.03, -0.02, 0.01, 0.01, 0.04, -0.02, 0.03, 0.03, -0.01, 0.03, 0.03, -0.02, 0.03, 0.03, -0.01, 0.03, 0.01, -0.03, -0.61, -0.03, -0.03, -0.19, 0.31, -0.27, -0.50, -0.16, -0.60, -0.04, -0.03, -0.01, 0.09, 0.09, 0.07, 0.09, 0.06, 0.09, 0.10, 0.08, 0.05, 0.08, 0.09, 0.07, 0.09, 0.06, 0.09, 0.06, 0.09, 0.08, 1.15, -0.23, -0.39, 0.02, -0.01, -0.10, -0.07, -0.47, -0.24, 0.13, 0.11, 0.05],
  "multiplicity": 2,
  "de_lowest_ev": 2.534,
  "homo_lumo_gap_ha": [0.21576, 0.21022],
  "homo_energy_ha": [-0.2821, -0.2781],
  "e_lumo_ev": [-1.804, -1.847]
}


[2]
{
  "formula": "C16H21MnN3O3S",
  "method": "the ωB97M-V functional and the def2-TZVPD basis",
  "symbols": ["N", "C", "C", "H", "H", "H", "N", "C", "C", "H", "H", "H", "N", "C", "C", "H", "H", "H", "Mn", "C", "O", "C", "O", "C", "C", "C", "C", "C", "C", "H", "H", "H", "H", "H", "H", "C", "S", "C", "O", "H", "H", "H", "H", "H", "H"],
  "coordinates": [[-3.084342, -0.261950, -2.240771], [-2.986296, -1.407134, -2.105557], [-3.146760, -2.831409, -2.222469], [-2.172604, -3.313219, -2.305020], [-3.713028, -3.086860, -3.115014], [-3.685262, -3.222334, -1.354831], [0.679988, 3.438115, -1.340907], [-0.032633, 4.277593, -0.940199], [-0.772797, 5.375108, -0.439233], [-1.179625, 5.945904, -1.277491], [-0.106314, 6.002331, 0.153368], [-1.586223, 5.014453, 0.190398], [1.528016, -2.273490, 2.771296], [2.449250, -1.707963, 3.192230], [3.600889, -1.047440, 3.733016], [3.306949, -0.367785, 4.519955], [4.110848, -0.478835, 2.970056], [4.303454, -1.758393, 4.151940], [1.531008, 1.481918, -1.290323], [0.008406, 0.150731, 2.036287], [0.754733, 0.759451, 2.645250], [-0.261252, 1.084040, -0.490414], [-1.311239, 1.490741, -0.177472], [0.929613, 0.867105, -2.947939], [1.243819, -0.176462, -1.984993], [2.545755, -0.151886, -1.342707], [3.381902, 0.989107, -1.415349], [3.022028, 2.056172, -2.294900], [1.844342, 1.936140, -3.131360], [-0.025073, 0.824676, -3.468312], [0.536444, -0.961756, -1.759273], [2.843757, -0.997567, -0.760241], [4.326747, 0.992656, -0.915141], [3.670412, 2.918003, -2.383825], [1.629466, 2.723571, -3.843764], [-3.464790, -1.582453, 2.309667], [-1.879105, -1.753648, 1.478931], [-1.413748, -3.419886, 1.929338], [-2.146118, -1.697124, 0.001298], [-3.527669, -2.301412, 3.130026], [-4.262703, -1.742518, 1.580939], [-3.523025, -0.565662, 2.712318], [-1.483887, -4.046027, 1.034898], [-0.378674, -3.391872, 2.308529], [-2.104661, -3.782729, 2.697762]],
  "forces_ev_per_angstrom": [[0.0528, 4.8027, -0.1572], [-0.8825, -5.9114, -0.1217], [1.1192, 0.5271, 0.7376], [0.1003, -0.0474, -0.1505], [-0.5491, 0.0662, -0.6470], [-0.3650, 0.0755, -0.0853], [-1.3517, 0.2679, 1.3980], [2.3870, -1.8554, -1.1325], [-0.5402, 0.5191, 0.1064], [-0.0385, 0.0953, 0.0336], [0.0468, 0.1288, 0.0227], [-0.1043, 0.0525, 0.0238], [0.7705, 0.9520, 0.1810], [-1.3177, -1.3284, -0.5415], [0.4187, 0.2761, 0.2901], [-0.1366, 0.1800, 0.2893], [0.1770, 0.1356, -0.2817], [0.0642, -0.2693, 0.0507], [-6.6648, 7.9254, 10.2639], [2.1649, 1.4676, 1.9604], [-1.7849, -1.1994, -1.4265], [-5.2356, 3.8929, 1.6672], [4.4413, -2.7485, -1.4720], [0.6783, -0.7269, -2.1541], [2.4682, -2.2641, -1.8561], [0.7897, -1.7358, -1.9304], [0.7843, -2.0565, -2.3244], [0.6640, -0.3162, -2.4288], [1.9255, -1.1711, -2.8255], [0.1536, 0.2511, 0.1677], [0.1153, -0.0352, -0.1307], [-0.0426, -0.1660, 0.7663], [0.2891, 0.2817, 0.6672], [-0.1843, 0.2018, 0.1904], [-0.2370, 0.1892, 0.2947], [-0.2437, 1.1246, 0.6559], [-2.1265, -1.7830, -0.5254], [1.0001, -0.5637, 0.1583], [0.9277, 0.3605, 0.7210], [0.1974, 0.1034, -0.0856], [0.2113, -0.0315, -0.1387], [-0.1744, -0.1204, -0.0255], [0.0719, 0.2082, -0.0377], [-0.1395, -0.0248, -0.0825], [0.0997, 0.2699, -0.0847]],
  "lowdin_charge": [0.43, -0.07, 0.06, 0.13, 0.17, 0.14, 0.20, -0.09, 0.03, 0.14, 0.14, 0.12, 0.14, -0.24, -0.03, 0.10, 0.09, 0.12, 0.59, 0.00, 0.15, 0.01, 0.17, -0.09, -0.15, -0.04, -0.03, -0.05, -0.04, 0.17, 0.14, 0.16, 0.17, 0.17, 0.17, -0.11, 1.05, -0.13, -0.41, 0.10, 0.10, 0.09, 0.10, 0.04, 0.10],
  "total_charge": 4,
  "multiplicity": 4,
  "de_lowest_ev": 6.405,
  "homo_lumo_gap_ha": [0.27315, 0.12022],
  "homo_energy_ha": [-0.8029, -0.8028],
  "e_lumo_ev": [-14.416, -18.575]
}